1.
14 unconnected molecules or ions with the total composition C21H70N8O14, computed with the ωB97M-V functional and the def2-TZVPD basis.

Largest force on an atom   7.6 eV/A
Energy above the lowest of the compared OMol25 structures with the same formula, charge and spin   51.3 kcal per mole
E_HOMO   -7.9 eV

Each line ends with the Löwdin charge.
Atoms and positions in Å:
C: 12.520 13.405 -13.741  -0.0753
C: 13.607 14.503 -13.658  -0.2745
O: 13.990 14.868 -12.364  -0.1035
H: 12.209 13.107 -14.670  0.0109
H: 11.589 13.635 -13.188  0.0717
H: 12.901 12.470 -13.335  0.0608
H: 13.184 15.395 -14.171  0.0976
H: 14.421 14.127 -14.294  0.0961
H: 14.924 15.090 -12.346  0.0425
C: 12.082 9.703 -15.494  -0.1060
C: 11.998 8.966 -14.221  -0.3012
O: 12.586 9.697 -13.158  -0.1031
H: 11.271 9.382 -16.110  0.0751
H: 13.082 9.512 -15.962  0.0779
H: 11.930 10.806 -15.422  0.0589
H: 12.652 8.103 -14.458  0.1254
H: 10.978 8.763 -13.941  0.1144
H: 13.115 9.200 -12.532  0.0965
C: 17.086 14.611 -13.048  -0.0850
C: 18.116 13.735 -13.638  -0.3060
O: 17.984 13.558 -15.026  -0.0761
H: 16.660 15.498 -13.545  0.0830
H: 17.382 14.844 -11.985  0.1036
H: 16.272 13.971 -12.930  0.0188
H: 18.302 12.845 -13.005  0.1354
H: 19.011 14.310 -13.482  0.1023
H: 18.655 14.023 -15.512  0.1062
C: 13.514 11.093 -10.006  -0.0910
C: 13.360 12.574 -10.206  -0.3300
O: 12.727 12.954 -9.000  -0.0899
H: 12.567 10.593 -9.893  0.0689
H: 14.100 10.946 -9.079  0.0867
H: 14.012 10.641 -10.858  0.0453
H: 12.732 12.828 -10.995  0.0637
H: 14.377 13.028 -10.465  0.1325
H: 12.166 13.757 -9.203  0.1130
C: 9.932 16.902 -14.863  -0.0497
C: 9.553 15.461 -14.536  -0.2727
O: 9.385 15.373 -13.119  -0.0840
H: 10.164 17.220 -15.847  0.0530
H: 10.875 17.136 -14.328  0.0568
H: 9.210 17.629 -14.488  0.0882
H: 10.411 14.773 -14.754  0.0750
H: 8.677 15.050 -15.026  0.1168
H: 9.007 14.524 -13.008  0.0306
C: 10.404 12.529 -17.030  -0.0608
C: 9.575 12.742 -18.352  -0.2512
O: 9.469 14.169 -18.550  -0.1055
H: 10.193 11.545 -16.636  0.0424
H: 10.295 13.368 -16.274  0.0667
H: 11.455 12.619 -17.362  0.0581
H: 8.640 12.292 -18.259  0.0772
H: 10.097 12.320 -19.227  0.1153
H: 9.996 14.508 -19.299  0.0949
C: 8.265 11.847 -13.255  -0.0721
C: 9.659 11.654 -13.685  -0.3483
O: 10.468 11.404 -12.546  -0.0646
H: 7.470 11.707 -14.004  0.0869
H: 8.151 12.896 -12.858  0.0825
H: 7.983 11.130 -12.492  0.0807
H: 9.958 12.637 -14.119  0.0766
H: 9.786 10.893 -14.441  0.0916
H: 11.326 11.150 -12.916  0.0294
C: 11.893 17.226 -11.199  -0.6469
O: 10.877 18.109 -11.059  -0.1181
N: 13.109 17.381 -10.715  0.1433
N: 11.719 16.082 -11.814  0.1737
H: 13.379 18.145 -10.118  0.1318
H: 13.863 16.730 -10.937  0.0654
H: 10.761 15.978 -12.242  0.0855
H: 12.470 15.406 -12.178  0.0828
C: 15.876 10.938 -14.213  -0.6207
O: 15.377 11.697 -13.179  -0.0527
N: 16.924 11.146 -14.941  0.1487
N: 15.317 9.813 -14.551  0.1486
H: 17.406 12.031 -14.914  0.0423
H: 17.399 10.497 -15.575  0.1455
H: 14.474 9.625 -14.049  0.0548
H: 15.592 9.122 -15.406  0.2025
C: 15.882 16.729 -16.614  -0.5849
O: 15.667 16.851 -15.248  -0.0858
N: 15.642 15.617 -17.255  0.1318
N: 16.123 17.682 -17.473  0.1357
H: 15.573 14.779 -16.653  0.0921
H: 16.043 15.390 -18.131  0.1203
H: 16.459 18.613 -17.080  0.1507
H: 15.863 17.691 -18.509  0.1569
C: 16.673 17.276 -10.458  -0.6453
O: 15.794 16.255 -10.728  -0.1161
N: 17.584 17.126 -9.565  0.1733
N: 16.749 18.316 -11.171  0.2019
H: 17.507 16.334 -9.015  0.0899
H: 18.356 17.786 -9.298  0.1518
H: 16.040 18.274 -11.921  0.1065
H: 17.488 19.016 -11.141  0.1360
C: 14.174 12.362 -16.574  -0.1168
O: 15.359 13.091 -16.214  -0.1567
H: 13.697 11.913 -15.687  0.0458
H: 14.343 11.515 -17.260  0.0919
H: 13.444 13.066 -17.026  0.0652
H: 16.009 12.405 -15.983  0.0336
C: 13.314 18.527 -13.899  -0.1373
O: 14.332 18.380 -12.893  -0.1706
H: 13.323 17.711 -14.599  0.0315
H: 13.640 19.342 -14.523  0.0734
H: 12.285 18.590 -13.522  0.0747
H: 13.874 17.842 -12.182  0.0208
C: 12.287 15.580 -17.141  -0.1889
O: 13.133 15.377 -18.216  -0.1238
H: 12.429 16.607 -16.849  0.0750
H: 12.558 15.097 -16.182  0.0715
H: 11.272 15.430 -17.321  0.0406
H: 14.042 15.522 -17.890  0.0092

Atoms 1-3, force components in eV/Å:
C 0.5 0.4 3.6
C -0.9 -0.3 -2.5
O 0.2 -1.0 0.1

***

2.
16 unconnected molecules or ions with the total composition C21H70O18, computed with the ωB97M-V functional and the def2-TZVPD basis.

Largest force on an atom   4.9 eV/A
E_HOMO   -9.5 eV

Each line ends with the Löwdin charge.
Atoms and positions in Å:
O: -1.686 -0.045 -1.696  0.1898
C: -2.415 -0.749 -2.245  -0.4880
O: -3.693 -0.985 -1.874  0.0336
C: -4.466 -1.158 -3.064  -0.1349
C: -3.448 -1.007 -4.238  -0.0852
C: -2.216 -1.515 -3.519  -0.2444
C: -0.846 -1.244 -4.114  -0.1203
C: 0.220 -1.854 -3.223  -0.2515
O: 1.124 -2.641 -3.974  -0.0553
H: -4.892 -2.149 -3.162  0.1169
H: -5.233 -0.406 -3.031  0.1195
H: -3.775 -1.539 -5.114  0.1190
H: -3.419 0.068 -4.396  0.1275
H: -2.376 -2.588 -3.439  0.1239
H: -0.790 -1.631 -5.123  0.1293
H: -0.704 -0.184 -4.182  0.0907
H: -0.258 -2.465 -2.459  0.1189
H: 0.731 -1.064 -2.681  0.1035
H: 1.440 -3.374 -3.440  0.0798
C: 1.037 2.469 -5.313  -0.1436
O: 0.837 1.064 -5.232  -0.1370
H: 0.163 2.926 -5.772  0.0786
H: 1.175 2.884 -4.313  0.0584
H: 1.918 2.686 -5.925  0.0717
H: 1.628 0.690 -4.823  0.0578
C: -1.288 2.471 0.637  -0.1504
O: -0.769 2.502 -0.684  -0.1256
H: -1.483 3.491 0.961  0.0622
H: -2.221 1.897 0.656  0.0884
H: -0.560 2.015 1.317  0.0690
H: -0.608 1.588 -0.944  0.0354
C: -3.851 5.258 -0.912  -0.1541
O: -4.125 3.863 -0.862  -0.1221
H: -4.692 5.757 -1.387  0.0749
H: -3.723 5.650 0.100  0.0577
H: -2.946 5.443 -1.498  0.0791
H: -3.369 3.444 -0.442  0.0298
C: 2.308 0.617 0.281  -0.1017
O: 1.458 0.080 1.303  -0.1511
H: 3.318 0.701 0.672  0.0829
H: 2.313 -0.050 -0.583  0.0836
H: 1.953 1.606 -0.014  0.0778
H: 0.571 0.015 0.928  0.0827
C: 1.162 -3.564 1.568  -0.1579
O: 2.075 -2.604 1.058  -0.1437
H: 1.391 -4.526 1.112  0.0735
H: 1.256 -3.657 2.653  0.0597
H: 0.131 -3.292 1.316  0.0760
H: 1.868 -1.746 1.467  0.0315
C: -2.478 -5.726 -3.608  -0.1275
O: -2.620 -4.468 -4.284  -0.1397
H: -2.709 -5.578 -2.560  0.0624
H: -3.172 -6.456 -4.025  0.0810
H: -1.455 -6.092 -3.703  0.0598
H: -2.412 -4.611 -5.213  0.0838
C: 4.874 2.147 -4.576  -0.1410
O: 4.022 1.039 -4.854  -0.1250
H: 4.287 2.890 -4.042  0.0609
H: 5.716 1.838 -3.951  0.0781
H: 5.251 2.585 -5.504  0.0803
H: 4.542 0.381 -5.327  0.0828
C: 3.880 0.909 4.090  -0.1373
O: 2.457 0.861 4.210  -0.1376
H: 4.307 0.627 5.048  0.0763
H: 4.219 0.205 3.327  0.0816
H: 4.211 1.919 3.833  0.0839
H: 2.085 1.104 3.352  0.0623
C: -2.678 6.480 3.146  -0.1476
O: -2.303 5.416 2.274  -0.1460
H: -2.746 7.389 2.554  0.0776
H: -3.650 6.279 3.603  0.0781
H: -1.928 6.619 3.929  0.0774
H: -2.245 4.617 2.808  0.0724
C: 3.266 -3.090 4.857  -0.1484
O: 3.790 -1.949 5.528  -0.1307
H: 3.996 -3.890 4.937  0.0804
H: 2.329 -3.414 5.319  0.0786
H: 3.093 -2.869 3.799  0.0600
H: 3.134 -1.246 5.450  0.0487
C: -5.666 -7.215 -0.985  -0.1491
O: -4.777 -6.281 -1.590  -0.1376
H: -5.429 -8.201 -1.375  0.0781
H: -5.540 -7.222 0.101  0.0755
H: -6.704 -6.975 -1.229  0.0757
H: -4.991 -5.409 -1.241  0.0787
C: 0.709 -7.812 -1.869  -0.1524
O: -0.231 -8.075 -2.906  -0.1349
H: 0.286 -7.048 -1.221  0.0740
H: 0.898 -8.713 -1.280  0.0755
H: 1.651 -7.445 -2.284  0.0759
H: 0.147 -8.751 -3.477  0.0770
C: 2.294 3.198 7.224  -0.1569
O: 1.362 3.038 6.159  -0.1361
H: 1.887 3.914 7.931  0.0565
H: 2.454 2.245 7.736  0.0791
H: 3.249 3.575 6.844  0.0763
H: 1.737 2.399 5.541  0.0300
C: 3.001 5.483 -2.813  -0.1545
O: 2.136 4.366 -2.631  -0.1382
H: 3.631 5.281 -3.676  0.0687
H: 2.425 6.392 -2.999  0.0775
H: 3.636 5.628 -1.935  0.0769
H: 1.576 4.550 -1.868  0.0762
C: -0.142 3.837 10.064  -0.1623
O: 1.230 3.860 10.448  -0.1368
H: -0.328 4.706 9.438  0.0781
H: -0.368 2.933 9.492  0.0777
H: -0.790 3.885 10.942  0.0736
H: 1.389 3.088 11.001  0.0757

Atoms 1-3, force components in eV/Å:
O 2.9 2.5 2.7
C -2.5 -3.6 -2.2
O -0.5 0.6 0.8